Entry 1:
95
Properties=species:S:1:pos:R:3:forces:R:3:mulliken_charge:R:1 method="wB97M-V/def2-TZVPD" homo_lumo_gap_ev="7.68 / 7.81" lumo_energy_ev="-0.1891 / -0.2139" e_homo_ev="-7.87 / -8.03" multiplicity=5
Cr 0.60977 1.00196 -0.08528 -1.2245 -1.2124 -0.3427 1.392
C -0.82023 -0.71645 -0.45352 2.9877 8.1472 2.2233 -0.230
O 0.39070 -1.12516 -0.21484 1.0755 -2.9068 -0.8287 -0.513
O -0.95010 0.07725 -1.47530 -1.4498 -2.6019 -3.3604 -0.173
O -1.24261 -0.03007 0.60106 -2.2531 -2.0360 1.5674 -0.080
O 1.81902 0.88857 -1.97404 0.1649 -0.0101 -0.5145 -0.677
S 1.82607 0.19303 -3.25212 0.2996 -1.1403 -0.2527 1.092
O 1.14902 0.70514 -4.40631 0.3631 0.2658 0.8484 -0.709
O 3.36471 0.04540 -3.69042 -0.9026 -0.1656 -0.2892 -0.329
C 4.31949 -0.34093 -2.69545 0.8971 1.2599 0.8427 0.191
C 5.64428 -0.62417 -3.37304 -0.3561 -0.8953 -0.7201 -1.464
C 1.33412 -1.51011 -3.06998 -0.5155 0.0169 0.1474 -0.344
H 3.97660 -1.14922 -2.04738 -0.1627 -0.1740 -0.3125 0.230
H 4.44370 0.55132 -2.07401 -0.0250 -0.2081 0.2713 0.212
H 6.43575 -0.93400 -2.69260 -0.1462 0.3271 0.3238 0.387
H 5.97317 0.21435 -3.98330 -0.0030 0.1088 0.1633 0.331
H 5.52478 -1.47916 -4.04496 -0.0358 0.0844 -0.1051 0.351
H 1.51454 -2.04690 -3.99838 0.2204 0.2937 -0.1300 0.558
H 0.25997 -1.46821 -2.88242 0.0504 0.1559 0.0684 -0.322
H 1.76951 -2.02685 -2.21871 0.1911 0.3440 0.0461 0.090
O -1.63316 4.28937 1.95458 0.5622 -1.6682 0.3645 -0.636
S -1.24043 2.94816 2.32282 -0.8524 -0.2507 1.1439 0.925
O -0.15348 2.25954 1.65797 -0.0159 0.9095 0.4207 -0.632
O -0.89082 2.99929 3.91881 -0.3081 0.0514 -1.6619 -0.396
C -0.34178 1.78958 4.48949 -0.3172 -0.0061 0.5826 0.823
C 0.25091 2.21812 5.81555 0.8327 -0.2974 -0.2295 -1.570
C -2.64501 1.80251 2.37407 0.3342 0.8567 -0.2595 -0.373
H 0.33011 1.32119 3.77099 0.3689 0.2271 0.2617 -0.194
H -1.11527 1.03978 4.68716 -0.3080 0.2780 -0.1733 0.094
H 0.62355 1.32559 6.32214 0.0196 0.0780 0.0928 0.400
H -0.44323 2.73389 6.47523 -0.3024 -0.1408 -0.2029 0.359
H 1.09012 2.89557 5.65166 0.0393 -0.0417 0.0000 0.379
H -2.35342 0.85388 2.81380 0.3235 0.1035 -0.0366 -0.183
H -2.93720 1.60710 1.34473 -0.0181 0.1004 0.0091 0.096
H -3.41042 2.29786 2.96735 -0.0752 0.0240 -0.1192 0.588
O 1.37172 -1.29664 3.55640 0.3770 0.9220 -0.7965 -0.690
S 2.24352 -0.80056 2.52355 0.7427 -2.2162 0.2324 1.133
O 1.88910 0.30902 1.65793 0.7231 -0.1602 1.1557 -0.265
O 3.68242 -0.54934 3.27210 -1.4644 0.7882 -0.8453 -0.316
C 4.49497 0.53336 2.75708 0.3853 0.0896 -0.1358 0.086
C 5.93792 0.11854 2.90891 0.4794 0.2896 -0.3072 -1.306
C 2.75357 -2.20391 1.46901 -0.7230 1.3103 0.8826 -0.483
H 4.27934 1.46859 3.27608 -0.0814 -0.2299 0.3850 0.327
H 4.24356 0.75211 1.71735 0.0464 -0.3150 -0.0640 0.153
H 6.21507 -0.14397 3.92822 -0.2134 0.0300 0.0614 0.330
H 6.57502 0.95044 2.59842 -0.0323 0.0613 0.0988 0.394
H 6.21371 -0.71051 2.25606 -0.2499 -0.1225 0.0453 0.291
H 1.82252 -2.52595 1.00597 0.1674 0.0368 -0.3359 -0.128
H 3.17887 -2.95769 2.12352 0.0909 0.0479 0.0020 0.481
H 3.47482 -1.74624 0.79663 -0.0105 -0.3592 -0.2689 0.109
O -3.05011 -3.17453 -1.79340 -0.5686 0.4705 -0.3364 -0.518
S -3.82577 -2.49388 -2.80166 0.8457 0.8930 -0.9875 1.109
O -4.63704 -3.24178 -3.71941 0.0968 0.3235 0.6841 -0.670
O -4.77147 -1.34211 -2.19597 0.0318 -0.9301 -0.0399 -0.443
C -4.27280 -0.52384 -1.11630 -0.0593 1.1102 0.0081 0.276
C -4.05834 -1.24821 0.17588 0.3126 -0.1652 0.2212 -0.439
C -2.71393 -1.44409 -3.78651 -0.1796 -0.6278 0.4779 -0.471
H -5.02268 0.24445 -0.90558 -0.5536 -0.4235 -0.5022 0.388
H -3.45181 0.09719 -1.48439 0.5381 -0.5735 0.1902 -0.393
H -3.12726 -1.80580 0.23511 -0.1233 0.0198 -0.0952 -0.325
H -4.87906 -1.94239 0.35122 -0.0441 0.0866 0.1182 0.391
H -4.03341 -0.47644 0.94672 -0.0377 -0.1856 0.1733 0.480
H -3.33617 -0.89494 -4.48745 0.0090 0.0279 0.0143 0.410
H -2.02234 -2.09737 -4.31718 -0.1712 -0.1407 -0.0458 0.362
H -2.12510 -0.80103 -3.12885 -0.2040 0.0753 0.0984 -0.215
O -0.29476 2.83897 -0.99104 0.6243 0.5671 0.1152 0.030
S -0.80699 3.76651 -1.95474 -0.8666 0.0489 -2.2314 0.919
O -1.60699 4.89503 -1.56973 0.7620 -0.5218 0.2320 -0.627
O 0.44301 4.25308 -2.88301 -0.4166 -0.5230 1.8030 -0.264
C 0.22036 5.33315 -3.79019 -0.3198 0.0028 -1.6451 -0.398
C 0.40165 4.78673 -5.21231 -0.8434 -0.1268 0.2152 -1.049
C -1.75203 2.84749 -3.20469 0.9801 0.3027 1.1267 -0.581
H 0.95768 6.12608 -3.66865 0.0032 -0.1493 0.6496 0.339
H -0.78028 5.74421 -3.65585 0.0994 0.1020 0.1377 0.407
H 0.21672 5.57040 -5.94920 0.6562 0.1892 0.0676 0.398
H -0.36404 4.05574 -5.48258 0.0470 -0.2222 0.3674 0.258
H 1.36523 4.28772 -5.28287 0.1065 0.2672 -0.3265 0.277
H -2.09974 3.63667 -3.86313 -0.3061 -0.2742 -0.1928 0.485
H -2.52041 2.29526 -2.66946 -0.1871 0.1782 -0.0917 0.128
H -1.06160 2.14486 -3.66666 -0.0172 0.0495 -0.1301 0.104
O -4.13162 -3.70833 2.18791 0.1953 0.0647 1.0742 -0.576
S -3.30745 -3.60631 3.37314 0.2904 0.3881 -0.3042 1.195
O -3.76809 -4.05899 4.66983 0.7380 0.3810 -1.4871 -0.657
O -1.92267 -4.36835 3.02183 -0.5541 -0.0639 0.7417 -0.380
C -1.49059 -4.41081 1.61608 -0.2052 0.8793 0.6600 0.831
C -0.06160 -4.90475 1.60250 0.1842 -0.6775 0.4927 -1.436
C -2.68434 -1.88370 3.47554 -0.1805 -0.9971 -0.7653 -0.660
H -1.57587 -3.37460 1.28809 0.1557 -0.1137 -0.5254 -0.483
H -2.19782 -5.03814 1.08238 0.1335 0.0079 -0.1946 0.301
H 0.56293 -4.45079 2.37396 -0.2563 0.4097 -0.0259 0.261
H 0.44743 -4.77431 0.64865 -0.3153 0.1092 -0.1655 0.367
H -0.03558 -5.96837 1.84999 -0.0786 -0.0586 -0.1685 0.422
H -2.36828 -1.65973 2.45335 0.2721 0.0180 0.0772 -0.205
H -1.83313 -1.86636 4.14984 -0.1265 0.0821 0.1450 0.366
H -3.47268 -1.16804 3.69616 -0.1628 -0.3296 0.4214 0.493

Entry 2:
66
Properties=species:S:1:pos:R:3:forces:R:3:nbo_charge:R:1 method="wB97M-V/def2-TZVPD" homo_lumo_gap_ev="3.41 / 4.32" lumo_energy_ev="-10.2575 / -9.3537" e_homo_ev="-13.67 / -13.67" total_charge=+2 multiplicity=5
V 5.23703 10.06296 11.86627 -3.2114 0.5404 0.7984 1.698
V 2.42142 10.74582 14.94496 -1.4955 -1.1001 -1.0973 1.995
F 4.03711 10.06991 13.65500 -0.4422 0.7200 0.5565 -0.720
F 1.15888 10.44048 13.30814 2.6266 0.8193 3.2765 -0.576
F 2.70214 12.74754 14.46377 -0.4717 -4.3261 1.0089 -0.561
F 2.07906 8.89354 15.82654 0.9698 4.7955 -2.2578 -0.449
F 6.57986 5.55941 16.69859 -0.5694 -0.3877 0.3013 -0.300
C 6.99915 6.80962 16.83622 1.6718 0.2515 -1.1005 0.405
C 8.23385 7.03605 17.41696 0.0135 1.5179 0.3687 -0.256
C 8.70549 8.37715 17.46302 -0.9085 -0.0682 -0.0019 -0.177
C 7.99717 9.44575 16.84077 0.5318 -1.1315 0.4314 -0.248
C 6.88432 9.11240 16.10013 -0.3667 -0.5091 0.1424 -0.234
C 6.41413 7.81168 16.10556 -1.3854 0.1581 -0.2699 -0.298
H 8.76153 6.19434 17.84061 0.1975 0.1551 0.1690 0.250
H 9.58603 8.59439 18.04941 0.1666 -0.0157 -0.1339 0.233
H 8.26358 10.48880 16.92721 0.5195 -0.0743 0.0753 0.218
H 6.28144 9.80149 15.52733 0.1599 0.4845 0.0752 0.189
H 5.49507 7.61850 15.57226 -0.0948 -0.3041 -0.1035 0.220
C 5.96968 14.09129 14.70989 -0.4100 0.3220 0.5531 -0.717
C 5.13106 15.06876 14.01861 -1.3989 1.4904 -2.3605 0.306
N 4.46074 15.76758 13.35425 1.6560 -1.8176 1.9108 -0.352
H 6.02683 13.16248 14.14231 0.0339 0.1478 -0.0291 0.235
H 5.45953 13.89515 15.65295 0.1538 -0.2660 0.1334 0.257
H 6.95918 14.48830 14.93656 -0.0529 -0.0089 -0.1929 0.275
C 1.35274 16.42854 13.35713 -1.3919 0.8781 1.4211 -0.722
C 1.54736 17.44866 14.43819 0.4854 -1.7000 -2.7529 0.283
N 1.76647 18.24048 15.21798 0.1728 1.1987 1.5284 -0.319
H 0.29589 16.21078 13.51122 -0.1604 -0.6960 -0.1449 0.246
H 1.96556 15.54851 13.55236 0.0135 0.2707 -0.2537 0.248
H 1.35632 16.83822 12.34705 0.7555 0.1176 0.1960 0.267
C 1.07382 9.18576 9.63858 -0.4940 -0.0892 0.8424 -0.756
C 2.29448 9.19732 10.46334 1.8263 -0.4309 -0.1039 0.538
N 3.29979 9.18990 11.05170 -0.9419 0.5071 -1.0600 -0.562
H 1.14331 9.33086 8.56051 0.8427 0.3061 0.1802 0.300
H 0.42902 9.94906 10.07411 -0.1685 0.0344 -0.1350 0.279
H 0.54738 8.23594 9.73230 0.1528 -0.1306 0.3887 0.302
C 5.11755 11.17683 19.09751 -0.2586 -1.0357 -0.2992 -0.754
C 4.51359 11.07791 17.76322 -1.0142 0.1228 -3.1786 0.564
N 3.97167 11.02900 16.71714 0.6364 -0.0585 2.2174 -0.514
H 4.23989 11.38099 19.71082 0.4279 0.4904 0.4937 0.301
H 6.01098 11.78851 19.22284 -0.6303 0.8047 -0.3991 0.295
H 5.53299 10.21510 19.39849 -0.4435 -0.4721 -0.2299 0.293
C 2.88192 15.90728 17.09969 -1.6932 -1.1818 1.4103 -0.716
C 2.75164 14.66128 17.90727 1.9462 -4.0388 2.2645 0.328
N 2.77670 13.65638 18.55714 -0.5243 4.1514 -2.8204 -0.425
H 1.80963 15.98848 16.92164 -0.0081 1.0135 -0.8251 0.259
H 3.44480 15.83444 16.16912 0.0106 -0.0677 0.3490 0.268
H 3.13888 16.70936 17.79161 0.2969 0.0959 -0.4065 0.287
C -0.56345 13.20193 18.02082 0.3307 -0.1585 -0.6613 -0.740
C 0.16124 12.29264 17.10589 2.6080 -3.0758 -2.5041 0.561
N 0.73499 11.56628 16.34803 -1.2244 2.9051 2.5334 -0.486
H -0.32246 14.21130 17.68738 -0.2021 0.0708 -0.1012 0.278
H -0.23690 13.14740 19.05932 0.1558 -0.4717 -0.1515 0.306
H -1.63361 13.01268 17.93693 0.0114 0.0232 0.0022 0.295
C -1.64138 11.87551 14.12601 -0.2356 -0.5753 -0.7229 -0.722
C -3.05975 11.59314 14.30002 -4.4223 -0.6276 1.7955 0.255
N -4.20479 11.38689 14.53751 4.3385 0.7468 -1.0756 -0.281
H -1.17482 10.93992 13.81765 0.1810 0.0614 -0.1235 0.264
H -1.11018 12.19619 15.02216 -0.5554 0.2517 -0.2934 0.234
H -1.59461 12.58029 13.29584 0.4640 0.1844 0.1617 0.246
C 1.99467 13.32016 11.42383 -0.1475 -0.0848 -0.5569 -0.760
C 3.22240 12.60517 11.39268 5.7106 -2.6654 1.3479 0.576
N 4.25097 12.00114 11.45369 -3.8697 1.6179 -0.3856 -0.604
H 1.35984 12.83698 12.16656 -0.1826 -0.0194 -0.1117 0.305
H 1.66787 13.16781 10.39520 -0.8504 0.4095 0.0138 0.283
H 2.13276 14.37649 11.65448 0.1589 -0.0755 -0.1030 0.308

Number 1: energy -5766.24729 Ha. Number 2: energy -3680.43081 Ha.